11
Properties=species:S:1:pos:R:3 method="wB97M-V/def2-TZVPD" e_above_lowest_kj_mol=194.30 orbital_gap_ev=11.02 total_charge=0
H -1.072 2.004 1.158
N -0.189 -2.359 -0.850
H -0.714 0.298 1.546
C -0.329 1.209 1.074
H 0.798 -2.318 -1.040
N 2.016 -0.308 -0.951
N -0.021 1.012 -0.345
H 0.578 1.529 1.591
C 1.070 0.306 -0.662
C -1.317 -2.155 -0.597
H -0.820 0.783 -0.925



12
Properties=species:S:1:pos:R:3 method="wB97M-V/def2-TZVPD" e_above_lowest_kj_mol=584.21 orbital_gap_ev=9.77 total_charge=0
N 1.282 0.169 -0.224
O -1.332 -0.315 1.358
H -1.780 -0.965 -0.641
C 1.138 0.912 0.751
C 0.485 -1.056 -0.291
H -0.617 1.577 -1.058
C -1.033 0.687 0.621
O 1.310 1.628 1.659
H 0.037 1.283 -1.288
H 0.909 -1.773 0.424
C -0.952 -0.645 -0.024
H 0.554 -1.502 -1.287



12
Properties=species:S:1:pos:R:3 method="wB97M-V/def2-TZVPD" s_squared=0.76 e_above_lowest_kj_mol=69.42 orbital_gap_ev="4.33 / 7.71" total_charge=-1 spin_multiplicity=2
H -0.036 -1.239 -1.641
H -1.363 -0.467 -0.908
C -1.264 0.203 1.515
H 2.346 0.572 0.798
N -0.174 0.762 1.057
H 2.438 -0.084 -0.931
H -1.872 -0.541 0.979
C 0.493 0.220 -0.061
C 1.845 0.075 -0.027
H -1.657 0.370 2.524
H -0.423 0.398 -2.088
C -0.331 -0.269 -1.217



69
Properties=species:S:1:pos:R:3 method="wB97M-V/def2-TZVPD" e_above_lowest_kj_mol=0.00 orbital_gap_ev=7.37 total_charge=-1
C 3.416 -3.434 1.544
H -5.470 0.172 2.447
C 3.985 -2.127 -3.790
O -3.760 -1.608 2.524
O -0.853 0.604 -1.894
C 2.611 -4.522 1.862
H -0.378 -2.600 -2.417
H -3.062 0.513 -1.070
H 4.777 -2.852 -3.930
N -2.495 0.948 3.264
H 3.782 0.609 -1.468
O -1.577 -0.689 -3.588
H -4.461 2.364 -1.866
H 2.557 3.954 0.902
C 0.020 2.010 3.189
C 2.698 -0.260 -4.577
Si 2.222 1.548 0.282
H -0.100 -3.762 -0.020
H 4.097 2.319 -1.122
H 4.318 -1.150 -5.670
H -7.047 3.898 0.098
C 3.331 1.050 1.750
C -5.774 2.333 -0.162
O -3.043 -2.042 0.207
C -2.121 1.858 4.145
C 0.892 -3.676 0.405
C 1.741 3.370 0.467
C -3.916 0.831 -0.481
C 2.956 -2.470 0.665
C 3.219 -2.163 -2.630
C -4.696 1.884 -0.922
H -6.901 2.058 1.643
C 1.351 -4.637 1.297
H 3.418 -2.921 -1.883
C -1.029 -0.497 -2.502
H 4.356 0.873 1.411
H 2.972 0.141 2.233
H 2.716 1.844 -2.122
H 1.012 2.437 3.099
H -1.180 -1.965 -0.946
H -6.134 3.981 -1.292
H 1.531 3.765 -0.529
C 3.727 -1.177 -4.763
H 0.714 -5.474 1.555
C -0.844 2.405 4.195
H 4.397 -3.331 1.993
C -6.062 1.710 1.051
C -1.556 0.537 2.392
H -0.552 3.133 4.936
C -4.216 0.216 0.729
H 2.965 -5.273 2.558
S -3.193 -1.109 1.299
C -0.470 -1.743 -1.749
H 3.361 1.837 2.508
H -2.889 2.175 4.845
C 2.201 -1.239 -2.431
C 3.310 1.568 -1.250
C 1.943 -0.282 -3.419
H 1.147 0.441 -3.272
N -1.731 -0.445 1.497
Pd 0.268 0.357 0.367
N -0.316 1.106 2.282
H 3.572 -1.607 0.434
C -5.280 0.659 1.500
H 0.842 3.524 1.064
C 1.694 -2.588 0.078
H 2.485 0.477 -5.342
N -6.591 3.372 -0.631
P 1.096 -1.244 -0.982